Density functional theory data (wB97M-V/def2-TZVPD) for a cluster of 13 separate species, C41H57Cl9F24N2O18 in total at a distorted geometry.

Each atom is followed by the atoms it is bonded to, with distances in Å.
CARTESIAN COORDINATES (ANGSTROEM)
1 C -27.184 18.831 -0.714  O2 1.224, N3 1.321, H6 1.101
2 O -28.363 18.552 -0.539  C1 1.224
3 N -26.256 17.982 -1.118  C1 1.321, C4 1.500, C5 1.427
4 C -24.809 18.356 -0.990  N3 1.500, H7 1.090, H8 1.090, H9 1.090
5 C -26.624 16.616 -1.308  N3 1.427, H10 1.090, H11 1.090, H12 1.090
6 H -26.753 19.842 -0.650  C1 1.101
7 H -24.681 19.278 -0.422  C4 1.090
8 H -24.215 18.397 -1.903  C4 1.090
9 H -24.343 17.560 -0.411  C4 1.090
10 H -25.930 15.936 -0.814  C5 1.090
11 H -27.613 16.271 -1.009  C5 1.090
12 H -26.555 16.475 -2.386  C5 1.090
13 C -14.395 13.496 -4.532  O14 1.246, N15 1.318, H18 1.101
14 O -15.485 13.516 -5.135  C13 1.246
15 N -13.229 13.629 -5.130  C13 1.318, C16 1.475, C17 1.448
16 C -11.980 13.564 -4.348  N15 1.475, H19 1.090, H20 1.090, H21 1.090
17 C -13.049 13.829 -6.553  N15 1.448, H22 1.090, H23 1.090, H24 1.090
18 H -14.284 13.358 -3.445  C13 1.101
19 H -12.183 13.790 -3.302  C16 1.090
20 H -11.254 14.265 -4.761  C16 1.090
21 H -11.544 12.567 -4.417  C16 1.090
22 H -13.973 13.803 -7.131  C17 1.090
23 H -12.540 14.787 -6.653  C17 1.090
24 H -12.446 12.981 -6.879  C17 1.090
25 C -26.916 1.741 -12.254  C26 1.510, H34 1.090, H35 1.090, H36 1.090
26 C -28.085 2.018 -13.169  C25 1.510, O27 1.412, H37 1.090, H38 1.090
27 O -29.131 1.188 -12.709  C26 1.412, C28 1.299
28 C -30.257 1.073 -13.347  O27 1.299, O29 1.232, C30 1.563
29 O -30.520 1.720 -14.361  C28 1.232
30 C -31.287 0.124 -12.652  C28 1.563, F31 1.341, F32 1.311, F33 1.353
31 F -30.789 -0.835 -11.859  C30 1.341
32 F -32.216 0.792 -12.012  C30 1.311
33 F -31.989 -0.575 -13.574  C30 1.353
34 H -25.993 2.200 -12.608  C25 1.090
35 H -26.841 0.666 -12.088  C25 1.090
36 H -27.086 2.233 -11.296  C25 1.090
37 H -27.829 1.731 -14.189  C26 1.090
38 H -28.375 3.058 -13.316  C26 1.090
39 C -16.469 19.416 -5.325  C40 1.521, H48 1.090, H49 1.090, H50 1.090
40 C -15.400 20.470 -5.573  C39 1.521, O41 1.382, H51 1.090, H52 1.090
41 O -14.179 20.204 -4.983  C40 1.382, C42 1.328
42 C -13.934 20.407 -3.694  O41 1.328, O43 1.238, C44 1.529
43 O -14.807 20.859 -2.941  C42 1.238
44 C -12.611 19.846 -3.171  C42 1.529, F45 1.330, F46 1.359, F47 1.312
45 F -11.910 20.804 -2.570  C44 1.330
46 F -12.863 18.806 -2.333  C44 1.359
47 F -11.935 19.401 -4.203  C44 1.312
48 H -16.049 18.418 -5.447  C39 1.090
49 H -17.421 19.529 -5.844  C39 1.090
50 H -16.693 19.572 -4.270  C39 1.090
51 H -15.817 21.392 -5.168  C40 1.090
52 H -15.227 20.493 -6.649  C40 1.090
53 C -27.235 12.941 -10.046  C54 1.553, H62 1.090, H63 1.090, H64 1.090
54 C -26.167 14.010 -10.409  C53 1.553, O55 1.384, H65 1.090, H66 1.090
55 O -26.426 15.074 -9.564  C54 1.384, C56 1.334
56 C -25.664 16.169 -9.550  O55 1.334, O57 1.238, C58 1.558
57 O -24.800 16.389 -10.409  C56 1.238
58 C -26.010 17.308 -8.545  C56 1.558, F59 1.323, F60 1.312, F61 1.366
59 F -24.936 17.682 -7.869  C58 1.323
60 F -26.470 18.329 -9.229  C58 1.312
61 F -26.947 16.911 -7.633  C58 1.366
62 H -26.864 12.463 -9.140  C53 1.090
63 H -27.318 12.046 -10.663  C53 1.090
64 H -28.267 13.213 -9.826  C53 1.090
65 H -26.272 14.291 -11.457  C54 1.090
66 H -25.148 13.634 -10.312  C54 1.090
67 C -28.947 8.134 1.768  C68 1.501, H76 1.090, H77 1.090, H78 1.090
68 C -30.071 9.129 1.765  C67 1.501, O69 1.434, H79 1.090, H80 1.090
69 O -31.278 8.523 2.247  C68 1.434, C70 1.382
70 C -32.129 7.950 1.321  O69 1.382, O71 1.220, C72 1.591
71 O -31.896 7.825 0.130  C70 1.220
72 C -33.420 7.367 2.047  C70 1.591, F73 1.353, F74 1.378, F75 1.377
73 F -33.560 6.074 1.674  C72 1.353
74 F -33.239 7.382 3.413  C72 1.378
75 F -34.479 8.153 1.652  C72 1.377
76 H -28.060 8.617 1.358  C67 1.090
77 H -29.141 7.221 1.204  C67 1.090
78 H -28.747 7.943 2.822  C67 1.090
79 H -30.136 9.626 0.797  C68 1.090
80 H -29.838 9.928 2.468  C68 1.090
81 C -31.988 13.443 -6.266  C82 1.515, H90 1.090, H91 1.090, H92 1.090
82 C -32.775 14.715 -6.025  C81 1.515, O83 1.414, H93 1.090, H94 1.090
83 O -32.659 15.542 -7.166  C82 1.414, C84 1.369
84 C -33.406 15.484 -8.313  O83 1.369, O85 1.214, C86 1.529
85 O -34.321 14.695 -8.425  C84 1.214
86 C -32.959 16.404 -9.449  C84 1.529, F87 1.359, F88 1.312, F89 1.303
87 F -31.746 16.991 -9.273  C86 1.359
88 F -32.993 15.806 -10.616  C86 1.312
89 F -33.802 17.386 -9.603  C86 1.303
90 H -32.158 12.724 -5.466  C81 1.090
91 H -30.927 13.692 -6.237  C81 1.090
92 H -32.212 12.948 -7.211  C81 1.090
93 H -32.425 15.204 -5.116  C82 1.090
94 H -33.821 14.498 -5.805  C82 1.090
95 C -23.530 -0.404 -4.474  C96 1.506, H104 1.090, H105 1.090, H106 1.090
96 C -22.056 -0.632 -4.682  C95 1.506, O97 1.362, H107 1.090, H108 1.090
97 O -21.448 0.419 -5.299  C96 1.362, C98 1.326
98 C -20.356 0.358 -6.049  O97 1.326, O99 1.225, C100 1.604
99 O -19.659 -0.627 -6.253  C98 1.225
100 C -19.890 1.787 -6.610  C98 1.604, F101 1.309, F102 1.296, F103 1.354
101 F -19.110 2.277 -5.679  C100 1.309
102 F -19.209 1.712 -7.709  C100 1.296
103 F -20.895 2.662 -6.852  C100 1.354
104 H -24.047 -0.247 -5.420  C95 1.090
105 H -23.630 0.452 -3.806  C95 1.090
106 H -23.956 -1.286 -3.996  C95 1.090
107 H -21.918 -1.496 -5.332  C96 1.090
108 H -21.439 -0.722 -3.788  C96 1.090
109 C -23.046 12.128 -5.174  C110 1.550, H118 1.090, H119 1.090, H120 1.090
110 C -22.757 10.804 -4.420  C109 1.550, O111 1.367, H121 1.090, H122 1.090
111 O -23.504 9.736 -4.832  C110 1.367, C112 1.351
112 C -24.788 9.555 -4.452  O111 1.351, O113 1.210, C114 1.540
113 O -25.404 10.409 -3.857  C112 1.210
114 C -25.461 8.256 -4.933  C112 1.540, F115 1.356, F116 1.319, F117 1.355
115 F -26.787 8.451 -5.141  C114 1.356
116 F -24.934 7.717 -6.015  C114 1.319
117 F -25.306 7.363 -3.926  C114 1.355
118 H -22.987 12.096 -6.262  C109 1.090
119 H -22.338 12.923 -4.941  C109 1.090
120 H -24.003 12.528 -4.838  C109 1.090
121 H -22.830 11.009 -3.352  C110 1.090
122 H -21.729 10.475 -4.570  C110 1.090
123 C -17.943 8.739 -9.438  C124 1.511, H132 1.090, H133 1.090, H134 1.090
124 C -19.407 8.935 -9.755  C123 1.511, O125 1.427, H135 1.090, H136 1.090
125 O -19.684 8.598 -11.114  C124 1.427, C126 1.421
126 C -21.027 8.557 -11.576  O125 1.421, O127 1.233, C128 1.534
127 O -21.986 8.656 -10.807  C126 1.233
128 C -21.249 8.396 -13.085  C126 1.534, F129 1.286, F130 1.328, F131 1.350
129 F -20.124 8.447 -13.704  C128 1.286
130 F -21.855 7.253 -13.385  C128 1.328
131 F -22.008 9.410 -13.552  C128 1.350
132 H -17.673 7.690 -9.557  C123 1.090
133 H -17.688 9.134 -8.454  C123 1.090
134 H -17.298 9.254 -10.149  C123 1.090
135 H -19.654 9.991 -9.641  C124 1.090
136 H -20.064 8.423 -9.052  C124 1.090
137 C -18.952 14.916 -12.873  Cl138 1.797, Cl139 1.795, Cl140 1.798, H141 1.090
138 Cl -19.984 14.927 -14.344  C137 1.797
139 Cl -18.277 16.523 -12.444  C137 1.795
140 Cl -17.543 13.829 -13.135  C137 1.798
141 H -19.534 14.487 -12.058  C137 1.090
142 C -31.618 1.627 -4.050  Cl143 1.821, Cl144 1.731, Cl145 1.781, H146 1.090
143 Cl -33.428 1.799 -4.161  C142 1.821
144 Cl -31.212 0.058 -4.657  C142 1.731
145 Cl -31.114 1.728 -2.344  C142 1.781
146 H -31.252 2.417 -4.707  C142 1.090
147 C -21.764 3.829 -0.385  Cl148 1.780, Cl149 1.751, Cl150 1.751, H151 1.090
148 Cl -20.262 2.900 -0.162  C147 1.780
149 Cl -21.333 5.501 -0.090  C147 1.751
150 Cl -23.057 3.261 0.648  C147 1.751
151 H -22.085 3.746 -1.423  C147 1.090

## Properties
orbital gap	9.366	eV
spin multiplicity	1
energy above the lowest of the compared OMol25 structures with the same formula, charge and spin	6.767	eV
total charge	0
electronic energy	-261195.59653	eV